No. 1
A 3-piece molecular cluster, C3H3FN4 overall at a distorted geometry, computed with ωB97M-V with the def2-TZVPD basis set.

Last column: Mulliken charge in e.
Cartesian coordinates (Å):
N1 -4.133 0.412 2.669  -0.2705
C1 -3.205 0.796 2.118  0.1640
C2 -2.301 1.297 1.203  0.3971
N2 -1.532 1.721 0.480  -0.3639
N3 0.150 -1.246 0.518  -0.4728
C3 0.410 -0.383 -0.212  0.3834
N4 0.649 0.556 -1.075  -0.4817
H1 1.583 0.713 -1.391  0.2862
H2 0.266 1.420 -0.727  0.3083
F1 -1.195 -1.951 2.505  -0.4551
H3 -0.762 -2.070 1.644  0.5051

Highest occupied orbital energy in eV: -10.95
Max |F| in eV Å⁻¹: 3.3
Multiplicity: 1
LUMO in eV: -0.30
Structure (SMILES): N#CC#N.N#CN.F



No. 2
A 2-piece molecular cluster, C3H3FNO2 overall at a distorted geometry, computed with ωB97M-V with the def2-TZVPD basis set.

Last column: Mulliken charge in e.
Cartesian coordinates (Å):
C1 1.967 0.273 0.218  0.6203
C2 -1.045 0.084 -0.577  -0.0855
C3 0.684 -0.045 0.740  -0.4293
N1 -2.082 0.759 -0.284  -0.5461
O1 1.499 -0.876 -0.281  -0.4078
O2 2.906 0.914 -0.047  -0.5879
F1 -3.136 0.133 0.523  -0.2547
H1 -0.452 0.483 -1.396  0.3323
H2 -1.020 -1.106 -0.599  0.2298
H3 0.678 -0.619 1.704  0.1289

Highest occupied orbital energy in eV: -3.14
Net charge: -1
Max |F| in eV Å⁻¹: 4.1
Multiplicity: 1
LUMO in eV: 4.20



Values of energy, in order: -11835.68997, -11457.89789, all in eV.
Values of ΔE to the lowest compared entry with this formula, charge and spin, in order: 0.00, 462.74, all in kJ/mol.